Computed, not measured: a 11-piece molecular cluster, C46H77F3N2O33P overall at a distorted geometry, with ωB97M-V/def2-TZVPD.

Last columns: bonded neighbours and bond lengths (Å).
Positions of all 162 atoms, in Å:
1 C -0.226 4.065 -1.412  C2 1.509, H26 1.082, H27 1.094, H28 1.093
2 C 0.073 2.626 -1.067  C1 1.509, C3 1.388, C19 1.383
3 C 0.413 1.710 -2.052  C2 1.388, C4 1.518, C10 1.385
4 C 0.506 2.047 -3.529  C3 1.518, O5 1.205, O6 1.377
5 O 0.093 3.055 -4.043  C4 1.205
6 O 1.102 1.074 -4.298  C4 1.377, P7 1.698
7 P 0.021 -0.011 -5.033  O6 1.698, C8 1.845, O9 1.647
8 C -1.566 -0.056 -4.093  P7 1.845, H29 1.094, H30 1.093, H31 1.098
9 O 0.696 -1.479 -4.712  P7 1.647, H32 0.967
10 C 0.656 0.393 -1.697  C3 1.385, C11 1.352, H33 1.081
11 C 0.553 0.008 -0.405  C10 1.352, C12 1.479, N18 1.345
12 C 0.781 -1.401 -0.014  C11 1.479, C13 1.386, C17 1.396
13 C 1.857 -2.148 -0.468  C12 1.386, C14 1.373, H34 1.084
14 C 2.013 -3.443 -0.040  C13 1.373, N15 1.334, H35 1.089
15 N 1.218 -4.148 0.767  C14 1.334, C16 1.332
16 C 0.177 -3.405 1.142  N15 1.332, C17 1.368, H36 1.090
17 C -0.086 -2.099 0.829  C12 1.396, C16 1.368, H37 1.086
18 N 0.219 0.899 0.545  C11 1.345, C19 1.336, H38 1.016
19 C -0.017 2.177 0.238  C2 1.383, N18 1.336, C20 1.526
20 C -0.421 3.132 1.358  C19 1.526, C21 1.564, H39 1.089, H40 1.092
21 C -1.953 3.448 1.344  C20 1.564, C22 1.510, H41 1.090, H42 1.088
22 C -2.828 2.272 0.980  C21 1.510, F23 1.351, F24 1.340, F25 1.343
23 F -4.082 2.536 1.409  C22 1.351
24 F -2.938 2.085 -0.342  C22 1.340
25 F -2.459 1.140 1.600  C22 1.343
26 H 0.160 4.372 -2.375  C1 1.082
27 H 0.221 4.731 -0.668  C1 1.094
28 H -1.305 4.215 -1.329  C1 1.093
29 H -2.148 -0.862 -4.552  C8 1.094
30 H -2.158 0.857 -4.196  C8 1.093
31 H -1.488 -0.314 -3.028  C8 1.098
32 H 0.416 -2.093 -5.404  O9 0.967
33 H 0.926 -0.355 -2.429  C10 1.081
34 H 2.579 -1.716 -1.151  C13 1.084
35 H 2.896 -3.970 -0.398  C14 1.089
36 H -0.548 -3.911 1.779  C16 1.090
37 H -0.965 -1.611 1.237  C17 1.086
38 H 0.144 0.569 1.503  N18 1.016
39 H 0.095 4.075 1.185  C20 1.089
40 H -0.095 2.765 2.333  C20 1.092
41 H -2.253 3.758 2.345  C21 1.090
42 H -2.134 4.240 0.621  C21 1.088
43 C -6.704 8.608 -1.068  O44 1.430, H49 1.086, H50 1.088, H51 1.089
44 O -6.799 7.184 -1.164  C43 1.430, C45 1.330
45 C -6.268 6.529 -0.135  O44 1.330, O46 1.204, O47 1.334
46 O -5.736 7.025 0.824  C45 1.204
47 O -6.424 5.221 -0.349  C45 1.334, C48 1.428
48 C -5.897 4.396 0.690  O47 1.428, H52 1.089, H53 1.085, H54 1.084
49 H -7.169 9.017 -1.960  C43 1.086
50 H -7.238 8.971 -0.192  C43 1.088
51 H -5.662 8.922 -1.036  C43 1.089
52 H -6.404 4.597 1.633  C48 1.089
53 H -4.828 4.552 0.792  C48 1.085
54 H -6.078 3.363 0.413  C48 1.084
55 C -0.610 -0.390 4.751  O56 1.423, H61 1.091, H62 1.091, H63 1.088
56 O 0.734 -0.772 5.021  C55 1.423, C57 1.344
57 C 0.844 -1.856 5.809  O56 1.344, O58 1.200, O59 1.325
58 O -0.075 -2.478 6.264  C57 1.200
59 O 2.134 -2.110 5.977  C57 1.325, C60 1.435
60 C 2.411 -3.257 6.794  O59 1.435, H64 1.088, H65 1.088, H66 1.086
61 H -0.571 0.487 4.105  C55 1.091
62 H -1.143 -1.183 4.224  C55 1.091
63 H -1.130 -0.134 5.672  C55 1.088
64 H 2.001 -4.159 6.343  C60 1.088
65 H 2.014 -3.116 7.798  C60 1.088
66 H 3.491 -3.352 6.851  C60 1.086
67 C 3.590 -1.836 -3.748  O68 1.423, H73 1.090, H74 1.088, H75 1.089
68 O 4.719 -2.676 -3.961  C67 1.423, C69 1.335
69 C 4.593 -3.505 -5.000  O68 1.335, O70 1.202, O71 1.331
70 O 3.635 -3.585 -5.723  C69 1.202
71 O 5.710 -4.223 -5.093  C69 1.331, C72 1.432
72 C 5.718 -5.162 -6.174  O71 1.432, H76 1.088, H77 1.088, H78 1.086
73 H 3.814 -1.213 -2.882  C67 1.090
74 H 3.421 -1.192 -4.609  C67 1.088
75 H 2.702 -2.429 -3.536  C67 1.089
76 H 5.627 -4.648 -7.129  C72 1.088
77 H 4.917 -5.890 -6.056  C72 1.088
78 H 6.673 -5.678 -6.139  C72 1.086
79 C 6.560 2.661 -6.891  O80 1.429, H85 1.086, H86 1.089, H87 1.088
80 O 6.606 1.234 -6.810  C79 1.429, C81 1.331
81 C 7.089 0.769 -5.661  O80 1.331, O82 1.204, O83 1.333
82 O 7.471 1.434 -4.732  C81 1.204
83 O 7.076 -0.563 -5.715  C81 1.333, C84 1.428
84 C 7.575 -1.204 -4.540  O83 1.428, H88 1.090, H89 1.090, H90 1.087
85 H 6.154 2.917 -7.865  C79 1.086
86 H 5.907 3.070 -6.121  C79 1.089
87 H 7.560 3.083 -6.807  C79 1.088
88 H 6.965 -0.947 -3.675  C84 1.090
89 H 8.618 -0.938 -4.368  C84 1.090
90 H 7.510 -2.276 -4.705  C84 1.087
91 C 11.295 4.802 -10.686  O92 1.429, H97 1.087, H98 1.089, H99 1.089
92 O 10.425 4.482 -9.597  C91 1.429, C93 1.333
93 C 11.057 4.174 -8.466  O92 1.333, O94 1.201, O95 1.335
94 O 12.247 4.146 -8.305  C93 1.201
95 O 10.136 3.899 -7.539  C93 1.335, C96 1.430
96 C 10.675 3.548 -6.262  O95 1.430, H100 1.089, H101 1.089, H102 1.088
97 H 10.663 5.032 -11.540  C91 1.087
98 H 11.902 5.673 -10.449  C91 1.089
99 H 11.928 3.952 -10.933  C91 1.089
100 H 11.258 4.370 -5.851  C96 1.089
101 H 11.284 2.649 -6.336  C96 1.089
102 H 9.832 3.349 -5.603  C96 1.088
103 C 6.007 -0.635 1.103  O104 1.425, H109 1.086, H110 1.090, H111 1.090
104 O 7.079 -1.435 0.612  C103 1.425, C105 1.332
105 C 6.814 -2.076 -0.526  O104 1.332, O106 1.207, O107 1.327
106 O 5.777 -2.028 -1.139  C105 1.207
107 O 7.888 -2.778 -0.865  C105 1.327, C108 1.431
108 C 7.748 -3.529 -2.074  O107 1.431, H112 1.087, H113 1.089, H114 1.086
109 H 6.351 -0.173 2.024  C103 1.086
110 H 5.753 0.148 0.388  C103 1.090
111 H 5.135 -1.251 1.321  C103 1.090
112 H 7.562 -2.868 -2.917  C108 1.087
113 H 6.948 -4.261 -1.982  C108 1.089
114 H 8.688 -4.051 -2.234  C108 1.086
115 C -10.171 1.417 2.954  O116 1.433, H121 1.087, H122 1.088, H123 1.089
116 O -9.150 0.436 3.173  C115 1.433, C117 1.331
117 C -7.921 0.940 3.236  O116 1.331, O118 1.205, O119 1.336
118 O -7.631 2.104 3.126  C117 1.205
119 O -7.069 -0.067 3.445  C117 1.336, C120 1.425
120 C -5.701 0.320 3.546  O119 1.425, H124 1.090, H125 1.088, H126 1.087
121 H -11.119 0.886 2.928  C115 1.087
122 H -10.192 2.137 3.770  C115 1.088
123 H -10.020 1.922 2.001  C115 1.089
124 H -5.554 0.996 4.388  C120 1.090
125 H -5.360 0.783 2.621  C120 1.088
126 H -5.121 -0.584 3.719  C120 1.087
127 C 2.112 -6.533 2.413  O128 1.428, H133 1.085, H134 1.088, H135 1.089
128 O 2.231 -7.759 3.135  C127 1.428, C129 1.333
129 C 2.697 -7.616 4.375  O128 1.333, O130 1.205, O131 1.330
130 O 3.005 -6.574 4.897  C129 1.205
131 O 2.763 -8.820 4.935  C129 1.330, C132 1.429
132 C 3.249 -8.820 6.279  O131 1.429, H136 1.089, H137 1.089, H138 1.086
133 H 1.723 -6.767 1.427  C127 1.085
134 H 1.416 -5.862 2.913  C127 1.088
135 H 3.086 -6.058 2.302  C127 1.089
136 H 2.593 -8.240 6.926  C132 1.089
137 H 4.265 -8.431 6.320  C132 1.089
138 H 3.253 -9.853 6.616  C132 1.086
139 C -7.386 4.870 5.135  O140 1.428, H145 1.087, H146 1.089, H147 1.088
140 O -8.181 4.500 6.261  C139 1.428, C141 1.332
141 C -7.483 3.996 7.278  O140 1.332, O142 1.204, O143 1.331
142 O -6.290 3.838 7.306  C141 1.204
143 O -8.335 3.697 8.257  C141 1.331, C144 1.429
144 C -7.722 3.142 9.422  O143 1.429, H148 1.089, H149 1.089, H150 1.086
145 H -8.059 5.261 4.376  C139 1.087
146 H -6.673 5.649 5.404  C139 1.089
147 H -6.870 4.002 4.729  C139 1.088
148 H -7.021 3.848 9.861  C144 1.089
149 H -7.220 2.205 9.184  C144 1.089
150 H -8.517 2.944 10.135  C144 1.086
151 C -11.850 -5.636 2.309  O152 1.429, H157 1.087, H158 1.089, H159 1.089
152 O -10.706 -5.012 1.723  C151 1.429, C153 1.333
153 C -10.440 -3.797 2.201  O152 1.333, O154 1.203, O155 1.332
154 O -11.067 -3.220 3.050  C153 1.203
155 O -9.360 -3.331 1.576  C153 1.332, C156 1.432
156 C -8.961 -2.023 2.000  O155 1.432, H160 1.085, H161 1.083, H162 1.088
157 H -11.957 -6.610 1.838  C151 1.087
158 H -11.706 -5.775 3.379  C151 1.089
159 H -12.748 -5.050 2.119  C151 1.089
160 H -8.703 -2.023 3.053  C156 1.085
161 H -9.745 -1.303 1.796  C156 1.083
162 H -8.080 -1.756 1.422  C156 1.088

Results
Frontier orbital gap ... 6.56 eV
Energy ... -136935.43181 eV
M ... 1274.1 g/mol
Total charge ... +1